1.
{"formula": "C40H47CaN4O4STe", "method": "wB97M-V/def2-TZVPD", "charge": -1, "e_homo_ha": -0.13631, "relative_energy_ev": 1.0488, "multiplicity": 1, "orbital_gap_ev": 6.083, "symbols": ["O", "H", "H", "H", "H", "H", "H", "O", "C", "C", "C", "H", "C", "H", "C", "C", "C", "H", "C", "H", "C", "C", "C", "H", "H", "C", "C", "C", "H", "C", "C", "H", "C", "N", "H", "H", "C", "H", "H", "H", "H", "N", "H", "C", "C", "H", "H", "C", "C", "C", "N", "H", "C", "C", "H", "H", "H", "C", "H", "C", "C", "H", "S", "H", "H", "H", "H", "C", "C", "H", "H", "C", "O", "H", "C", "Ca", "H", "H", "H", "H", "C", "C", "O", "C", "H", "H", "H", "H", "Te", "N", "C", "H", "C", "C", "C", "C", "H", "H"], "xyz": [[-0.30155, -2.17761, 3.58770], [-1.05791, -0.27660, -3.63844], [2.28129, -4.35993, -0.06937], [-2.29373, 3.65580, 5.43678], [5.54258, -3.27539, -1.16995], [3.74694, -4.84482, -0.93514], [-3.70690, 1.78414, 0.25899], [-3.23002, -0.46533, -1.12813], [6.79794, -0.86362, -0.95431], [-1.61451, -1.17801, -3.88965], [1.33773, 3.72799, 2.01037], [1.21325, -2.90675, -3.63287], [5.33050, -1.16598, -0.77072], [-0.43699, 3.98624, 0.79386], [-2.98232, -3.23442, 3.97977], [1.32031, 4.26591, -0.43189], [-1.64650, -1.28623, -6.41679], [-4.43148, -4.30450, 5.14126], [2.73428, 4.33717, 2.13770], [2.64060, 5.94936, -0.07047], [-0.26988, -2.83316, -5.18919], [-0.32528, -2.90369, -7.60202], [-1.87572, 1.53056, 5.36144], [4.91050, 0.84880, -0.34333], [3.28470, 3.84372, 2.94586], [-4.24978, -3.74806, 4.22901], [0.56082, 4.42595, 0.88981], [1.44881, 2.77629, -0.76267], [0.76602, 4.76784, -1.23180], [-3.77811, -2.31082, 1.89487], [-1.22534, -1.84724, -7.61324], [3.25912, 4.78524, -1.24601], [0.23647, -3.33595, -3.86262], [-1.38863, -0.30511, 2.19155], [6.95178, -0.14080, -1.75870], [2.66639, 5.40188, 2.38853], [-2.06154, 2.89946, 3.43868], [-1.42058, -0.52192, 4.93247], [0.84931, -4.21819, -6.37952], [-3.58482, -1.74507, 0.98835], [-2.35457, -0.46549, -6.42224], [2.11515, 0.57973, 0.06701], [2.00350, 1.70636, 2.46429], [4.46905, -0.12791, -0.44722], [-1.62382, 0.46024, 4.53091], [-4.39717, 1.82407, -1.36525], [4.13658, 2.58727, -0.48553], [3.07122, -0.31744, -0.24919], [4.86336, -2.46698, -0.92256], [0.14876, -3.39095, -6.39268], [-2.70123, 3.11259, -1.00874], [-3.31867, 3.90392, -1.13060], [2.65226, -1.67489, -0.41616], [-6.65380, -4.12607, 3.58061], [0.00196, -3.35149, -8.53212], [1.61657, -1.98614, -0.27183], [7.35719, -1.76701, -1.20012], [3.60355, 2.66678, 0.46443], [-2.67506, -0.94049, -3.86153], [3.47885, 4.15735, 0.81363], [-1.17783, -1.77062, -5.19955], [1.97093, 2.63166, -1.71535], [-1.15745, -1.83771, 2.47945], [0.32307, -4.42097, -3.84638], [2.36491, -4.19437, -1.81930], [-1.60523, -1.46567, -8.55289], [-1.89178, 1.38368, 6.43499], [-2.65116, 0.63215, -1.15523], [-3.45931, 1.88099, -0.80212], [-5.83146, -2.67322, 1.44237], [0.47160, 1.81696, 1.60393], [-5.03074, -2.83228, 2.15568], [-1.41576, 0.80476, -1.42520], [4.19269, 2.15260, 1.22947], [3.50277, -2.71253, -0.73905], [-0.09504, -0.29005, 0.09898], [0.44901, 2.34602, -0.87419], [4.48526, 4.58114, 0.89983], [7.22566, -0.43629, -0.04457], [-7.42878, -3.37688, 3.41314], [-2.10011, 2.79079, 4.81762], [2.94588, -4.10572, -0.89711], [-0.76094, -2.35318, 1.16320], [2.71555, 4.88017, -0.29983], [0.43928, 5.49045, 1.12472], [-6.74289, -4.48921, 4.60405], [0.79542, 3.83262, 2.95550], [-2.16817, -3.38132, 4.67716], [-1.19856, -2.65840, -2.39698], [-1.82457, 1.88386, 2.61683], [2.21718, 2.00911, 0.33703], [-6.85592, -4.96201, 2.90743], [-5.28470, -3.55589, 3.32294], [-2.75760, -2.52185, 2.81788], [1.47616, 2.24582, 1.67054], [-1.59705, 0.67041, 3.13887], [-2.11188, 3.02355, -1.82651], [-2.21984, 3.86083, 2.95736]], "forces_ev_per_a": [[-0.03, -0.02, 0.08], [-0.01, -0.01, 0.04], [0.00, 0.00, 0.00], [-0.01, 0.00, 0.00], [0.00, 0.00, 0.00], [0.00, -0.01, 0.00], [-0.02, -0.03, -0.01], [0.11, -0.03, 0.05], [-0.02, -0.01, 0.00], [-0.01, -0.05, 0.05], [-0.03, 0.01, 0.01], [-0.01, -0.01, 0.04], [-0.03, -0.06, -0.01], [0.00, 0.00, 0.00], [0.01, 0.00, 0.05], [0.00, 0.01, 0.00], [0.01, 0.00, 0.00], [-0.01, 0.00, 0.00], [0.01, -0.01, -0.01], [0.00, 0.00, 0.00], [-0.04, 0.01, -0.01], [0.00, -0.01, 0.02], [-0.01, 0.04, -0.01], [-0.02, -0.01, 0.00], [0.00, 0.00, 0.00], [0.00, 0.02, -0.04], [0.01, 0.00, 0.00], [0.04, -0.01, 0.04], [0.01, 0.00, 0.00], [0.04, 0.01, -0.03], [0.00, 0.00, -0.01], [0.00, 0.00, 0.00], [-0.03, 0.05, 0.10], [0.58, -0.06, -0.24], [0.01, 0.00, 0.00], [0.00, 0.00, 0.00], [0.07, 0.05, 0.00], [0.01, 0.01, 0.00], [0.00, 0.00, 0.00], [-0.02, 0.00, 0.00], [0.00, 0.00, 0.00], [-0.43, -0.23, 0.02], [0.00, -0.01, -0.01], [0.02, 0.03, -0.02], [0.06, -0.07, -0.04], [0.00, 0.00, -0.02], [0.00, 0.00, 0.01], [0.10, 0.06, -0.02], [0.03, 0.05, 0.00], [-0.01, 0.02, -0.02], [-0.08, 0.03, 0.05], [0.00, -0.01, -0.04], [0.10, -0.24, -0.07], [0.02, 0.00, -0.03], [0.00, 0.00, 0.00], [0.00, 0.17, 0.08], [0.01, 0.00, 0.00], [-0.02, 0.02, 0.00], [0.00, -0.02, 0.00], [0.01, 0.01, 0.00], [0.02, -0.07, -0.03], [-0.01, -0.01, 0.00], [-0.36, 0.14, 0.02], [-0.01, 0.00, 0.00], [0.01, 0.00, 0.00], [0.00, 0.00, 0.00], [0.00, 0.00, 0.00], [-0.08, 0.00, 0.08], [0.11, -0.01, -0.03], [0.01, 0.00, -0.01], [-0.05, 0.00, 0.03], [-0.04, -0.01, 0.01], [0.10, -0.03, 0.21], [0.00, -0.01, 0.00], [-0.01, 0.02, -0.01], [-0.14, 0.10, -0.47], [-0.01, 0.01, -0.02], [0.00, 0.00, 0.00], [0.01, 0.00, 0.00], [0.00, 0.00, 0.00], [-0.01, -0.03, 0.01], [-0.01, 0.01, 0.00], [0.21, -0.06, 0.09], [-0.01, -0.01, 0.01], [0.00, 0.00, 0.00], [-0.01, 0.00, 0.00], [-0.01, 0.00, 0.00], [0.00, 0.00, -0.01], [0.09, 0.26, -0.04], [0.05, -0.05, -0.04], [0.02, 0.01, -0.01], [-0.01, 0.00, 0.00], [0.01, 0.00, 0.03], [0.06, 0.00, -0.07], [0.04, 0.00, -0.03], [-0.39, 0.07, 0.24], [0.03, -0.02, 0.02], [-0.02, -0.01, 0.00]]}

2.
{"formula": "C40H47N8O16", "method": "wB97M-V/def2-TZVPD", "charge": -1, "e_homo_ha": -0.22413, "relative_energy_ev": 0.5769, "multiplicity": 1, "orbital_gap_ev": 6.726, "symbols": ["C", "H", "H", "H", "C", "H", "H", "H", "C", "H", "H", "C", "N", "C", "O", "O", "H", "N", "C", "H", "H", "N", "C", "H", "H", "C", "C", "O", "C", "C", "C", "C", "H", "O", "O", "C", "C", "C", "C", "C", "H", "H", "N", "H", "C", "C", "O", "O", "C", "O", "C", "H", "O", "C", "C", "N", "O", "H", "H", "H", "H", "H", "H", "C", "H", "H", "N", "C", "C", "C", "H", "H", "O", "H", "C", "C", "H", "H", "H", "C", "C", "N", "N", "C", "C", "H", "H", "O", "H", "H", "H", "H", "H", "H", "C", "C", "C", "H", "H", "O", "C", "H", "O", "H", "H", "C", "C", "O", "H", "H", "O"], "xyz": [[-2.28483, 3.92026, 3.26084], [1.72396, 3.26441, 7.20760], [1.37786, -1.35361, -2.89764], [3.62637, 2.32583, 6.11459], [0.02335, 2.44453, 6.14167], [-3.40118, 3.68198, 3.28691], [4.26994, 4.85345, -2.42846], [-3.34375, 0.20600, 1.73678], [2.04355, -1.96984, -4.95844], [-2.65445, 2.58824, -4.76651], [2.30971, -2.50570, -7.17507], [0.67482, 4.70388, 3.24937], [0.18905, 6.25480, 5.12797], [-4.12742, -0.11647, 1.19540], [-1.25055, 4.56760, -1.65418], [-0.71023, -0.96780, 1.14845], [0.79223, -0.22315, 3.69614], [3.09981, 3.12688, -1.66071], [-1.30007, 3.20650, 2.31676], [1.77434, 4.69393, 3.17969], [2.05022, -1.08468, 1.68471], [-4.75042, -2.80564, -1.79335], [4.35171, 3.62914, -2.31539], [0.00346, 1.43556, -2.78918], [-1.59838, 0.95412, -2.19432], [-0.15340, -4.44640, -0.15408], [0.04399, -0.17488, 0.31757], [4.34040, -1.76132, -5.36714], [-0.81689, -1.43533, -5.72011], [2.44715, -2.17765, 1.97737], [0.00763, 3.63052, 2.27357], [-0.46148, -6.97143, -0.99878], [-1.12038, -1.10859, -3.44716], [-3.71013, -2.70248, -2.39721], [0.21838, -0.52332, -0.77808], [-5.37499, 0.10176, 1.68729], [0.08912, -1.85377, -6.63643], [-1.52510, 4.14899, -2.83511], [-0.45747, -1.24470, -4.22273], [1.08724, -1.50891, -3.92821], [-0.58967, 2.27447, -1.30177], [0.24763, -3.78166, 0.54310], [3.24218, -2.87109, 1.20156], [-1.12958, -7.12553, -2.92959], [-3.82562, -1.09819, -0.01293], [2.37816, 0.90614, 4.72127], [3.82220, -2.78745, -3.58646], [-5.69215, -3.55835, -2.18023], [3.49086, -2.39160, -0.20005], [-2.47732, 1.80638, 5.43808], [0.97515, 0.67178, 4.35279], [1.49450, 4.40630, -2.00687], [0.48107, -5.65420, 2.38244], [-1.00465, -6.38011, -2.29683], [3.00035, 1.69594, -1.61093], [-1.32843, 2.87181, -3.16262], [1.42386, 6.67641, 5.13937], [-1.55667, 1.39292, -4.87386], [1.30478, 3.38574, -0.58486], [-1.79759, -4.51336, -3.40238], [4.75989, -4.46097, 1.00039], [-2.83594, -1.22498, -0.60564], [-1.01440, 3.09789, -5.06981], [-5.00951, -1.77664, -0.67950], [-1.63744, 2.42689, 1.66883], [4.26248, -4.04144, 2.73471], [-1.62554, 1.07869, 4.81040], [3.79950, -4.19709, 1.59911], [2.05680, 3.99138, -1.19508], [-0.24972, 1.43785, 5.05149], [-1.66050, 5.00581, -3.60541], [0.77853, 3.11137, 1.53079], [-1.83123, 0.25065, 3.90207], [-1.04413, -0.64513, 2.01828], [-1.61473, 2.43369, -4.55188], [-6.40383, -1.47408, -0.25048], [-0.08875, -2.18679, -7.66979], [-5.48128, 0.58953, 2.55070], [-7.55352, -0.19593, 1.61190], [2.63702, 2.02308, 5.86072], [-1.23328, -5.01147, -2.44416], [0.56139, -6.37743, 1.38761], [3.44817, -2.21291, -4.58811], [1.50755, 2.65805, 6.45882], [1.60302, -2.23566, -6.37480], [-1.93233, -1.24923, -6.07458], [-0.85654, 2.97391, 6.55110], [3.94534, 0.97062, -1.92913], [-2.50799, 5.04246, 5.06865], [2.14183, 1.48356, -0.88600], [3.08337, -4.87809, 1.84047], [2.57766, -2.50484, -0.82122], [4.66445, 3.35723, -3.26290], [3.10328, 0.26737, 4.07534], [-0.91793, 1.79336, -2.21313], [-0.20353, 5.25709, 4.23024], [-0.18351, -6.00999, 0.14445], [3.89689, -1.51493, -0.43276], [-7.13598, -1.98966, -0.82016], [2.03957, -2.55404, 3.09105], [-1.66899, 4.87439, 4.21051], [-0.55071, -2.97410, -1.48902], [-0.70068, 6.95830, 5.64710], [-0.19414, -7.92005, -1.06081], [5.00258, 3.32746, -1.64185], [-6.67359, -0.54077, 0.92937], [-0.83427, -3.96377, -1.37329], [1.25861, -7.43734, 1.28329], [3.87728, -3.19636, -0.66700], [2.23217, 4.74408, -0.50474], [0.44442, 0.88990, 0.84020]], "forces_ev_per_a": [[3.99, 0.63, 0.31], [0.76, 3.00, 3.22], [0.24, -0.04, 0.05], [0.50, -0.03, 0.28], [2.68, -3.03, -3.46], [1.95, 0.33, 0.11], [0.28, -3.04, 0.80], [2.90, 1.21, 1.40], [-3.64, 0.07, -1.85], [-0.72, 0.71, -0.20], [-0.60, 0.04, 0.59], [-3.51, -3.12, -0.97], [2.45, 5.27, 0.49], [-1.52, -4.24, -4.66], [-1.26, -0.92, -2.92], [-1.52, -1.97, 0.66], [-0.10, 1.33, 0.54], [0.96, -2.34, -1.83], [-1.59, 2.99, 2.20], [-0.83, 0.82, 0.31], [1.24, -2.21, -0.42], [-2.52, 0.57, -0.99], [-4.52, 5.17, -0.03], [-0.91, -0.11, 1.34], [-0.44, 0.17, 0.46], [-3.71, -4.92, -3.31], [-0.63, 3.53, 5.72], [-2.58, -0.57, 0.49], [-1.90, 0.96, 3.87], [-2.62, 2.29, 2.76], [3.34, 1.24, 1.02], [-1.04, 9.41, 0.79], [-1.29, 0.60, 1.51], [0.31, -0.23, 0.47], [0.61, -3.14, -6.25], [-2.76, -4.65, -6.55], [5.63, -2.49, -0.84], [2.33, 2.36, 3.57], [6.92, -2.39, -5.86], [-3.52, -0.18, -2.44], [-0.35, -0.47, 0.40], [0.54, 0.89, 1.14], [1.62, -0.18, -2.59], [-1.03, -2.68, -3.58], [-3.38, 0.27, -1.06], [-3.07, 1.93, 0.94], [-1.84, -0.12, 0.24], [1.94, 1.63, 1.62], [-4.60, -3.34, 1.51], [1.47, -2.99, -2.01], [0.08, 1.03, 2.51], [-0.40, 0.42, -0.53], [0.22, -1.30, -1.76], [1.71, 3.06, 6.81], [1.05, 2.49, 2.48], [-1.49, -1.75, -0.69], [-3.47, -2.28, 0.18], [1.17, -0.05, 0.90], [0.86, 0.29, -1.08], [1.71, -1.63, 2.35], [-2.33, 0.22, 0.62], [-1.49, 0.24, 1.91], [1.01, 0.74, -2.15], [1.20, 2.51, 3.31], [-0.05, -0.34, -0.35], [-1.00, -0.15, -2.66], [-0.66, 1.87, -0.59], [4.54, 3.67, 2.66], [-2.45, -2.62, -0.20], [4.99, 0.73, 2.27], [-0.33, -1.96, 0.46], [-2.00, 1.05, 1.82], [-0.67, 1.32, 1.97], [1.14, 0.46, -1.12], [-1.28, 0.16, 1.38], [2.00, 2.26, 3.35], [-0.79, 0.77, 0.51], [-0.77, 2.03, 3.15], [0.87, -1.34, -2.39], [-3.98, -2.60, -3.24], [-0.60, 3.16, 0.24], [0.73, -1.71, -0.33], [3.74, 1.05, -1.14], [-2.22, -3.89, -4.35], [-2.86, 2.77, 4.24], [2.49, -0.45, 0.91], [1.06, -0.32, 0.05], [-1.75, 0.65, -0.24], [2.80, 0.59, -1.94], [0.48, -0.72, -1.29], [-2.02, -2.32, -0.32], [-0.47, 0.92, 0.80], [-0.26, -1.39, -2.01], [-0.93, 1.49, 1.75], [2.31, 1.16, -2.48], [-1.91, -3.19, -2.81], [0.41, 2.07, -4.12], [2.03, 3.66, -0.11], [-0.94, -0.18, -0.04], [0.70, 0.06, -0.91], [-2.37, -2.25, -0.24], [-0.61, 2.18, -1.01], [1.28, -1.78, -0.14], [0.98, -4.24, 0.56], [4.04, -0.73, 2.83], [4.35, -0.08, 0.46], [2.29, -6.52, 1.55], [-1.57, 2.46, 0.75], [2.79, -2.37, -1.40], [1.55, 1.61, 1.16], [0.43, 0.99, 0.71]]}

Q: Which value of charge does entry 1 give?
A: -1